# 1
60
Properties=species:S:1:pos:R:3:forces:R:3:mulliken_spin:R:1 method="wB97M-V/def2-TZVPD" largest_force_ha_per_bohr=0.0200 total_charge=-2 e_homo_ev="-0.48 / -1.52" relative_energy_kcal_mol=55.6 orbital_gap_ev="4.84 / 5.87" multiplicity=4 total_energy_ha=-5481.2997
V 0.683 0.550 -1.316 -0.58 0.36 0.06 2.8685
N 1.458 3.027 1.630 0.08 0.04 0.08 0.0064
C 0.016 2.961 1.134 -0.25 -0.08 -0.19 -0.0095
C -0.860 3.893 1.952 -0.09 -0.05 0.03 -0.0016
P -0.386 1.138 1.445 0.32 -0.06 0.23 -0.0026
O 0.235 1.315 3.062 0.07 -0.15 0.01 -0.0009
O -1.744 0.635 1.790 0.04 0.14 -0.02 0.0023
O 0.760 0.338 0.836 -0.27 0.28 -0.03 -0.0349
P 0.320 3.520 -0.633 0.46 0.14 -0.10 0.0050
O 1.142 4.907 -0.128 0.12 -0.07 0.06 -0.0023
O -0.715 4.045 -1.540 -0.09 -0.04 0.20 0.0001
O 1.445 2.567 -1.017 -0.28 0.15 0.02 0.0053
H 1.524 2.449 2.476 -0.01 0.05 0.05 -0.0009
H 1.724 3.997 1.781 0.04 0.00 -0.08 -0.0004
H 2.013 2.638 0.846 0.01 -0.05 0.06 0.0065
H -0.557 3.888 3.002 -0.02 -0.02 0.01 0.0001
H -1.887 3.531 1.905 -0.01 0.03 -0.04 0.0001
H -0.826 4.911 1.563 0.02 0.01 0.03 -0.0001
H -0.461 0.935 3.605 -0.06 0.05 0.02 0.0002
H 0.932 5.565 -0.797 -0.08 0.05 0.02 0.0002
S 1.160 0.710 -3.877 0.36 0.03 -0.04 -0.0036
C 2.652 0.277 -3.133 -0.12 0.07 0.00 0.0486
C 3.919 0.273 -3.750 0.03 -0.04 -0.10 -0.0177
C 5.042 -0.030 -3.016 -0.01 -0.01 -0.01 0.0429
C 4.922 -0.337 -1.658 0.01 -0.01 0.03 -0.0258
C 3.656 -0.326 -1.109 -0.06 -0.12 0.02 0.0726
N 2.560 -0.038 -1.812 0.95 -0.16 -0.37 -0.0433
H 3.977 0.522 -4.801 0.01 0.01 0.00 -0.0007
H 6.018 -0.029 -3.491 0.00 0.00 0.00 0.0081
H 5.781 -0.584 -1.048 0.00 -0.01 0.00 -0.0011
H 3.479 -0.570 -0.067 0.02 0.00 0.00 0.0076
Cl -5.661 -1.645 -2.593 0.00 0.01 0.00 -0.0001
C -4.314 -0.706 -2.010 -0.09 -0.04 -0.02 0.0003
C -4.535 0.524 -1.424 -0.01 0.04 0.02 0.0050
Cl -6.149 1.154 -1.264 0.01 -0.01 0.00 0.0006
C -3.435 1.266 -0.958 -0.13 -0.05 -0.06 -0.0121
Cl -3.686 2.794 -0.179 0.01 0.00 -0.01 0.0004
C -2.146 0.793 -1.090 0.13 0.06 0.24 0.0030
O -1.084 1.435 -0.618 -0.27 -0.13 -0.22 0.0085
C -1.893 -0.484 -1.697 -0.23 -0.15 -0.07 -0.0137
O -0.691 -0.926 -1.771 -0.16 -0.08 -0.02 0.0355
C -3.016 -1.206 -2.141 0.08 0.02 0.03 0.0077
Cl -2.731 -2.768 -2.848 0.00 -0.02 -0.01 0.0008
O 1.525 -4.751 1.076 0.07 0.02 -0.01 0.0000
C 1.321 -3.501 0.599 -0.09 0.17 0.14 -0.0099
O 1.936 -3.048 -0.324 0.13 -0.27 -0.08 0.0083
C 0.250 -2.717 1.347 0.06 -0.02 -0.01 0.0365
N -0.095 -3.399 2.621 0.02 -0.04 0.00 0.0004
C -1.548 -3.649 2.644 -0.05 0.02 0.04 -0.0001
C -1.912 -3.754 1.169 -0.04 0.02 0.03 0.0011
C -1.063 -2.648 0.551 0.06 -0.08 0.00 0.0132
H 0.656 -1.714 1.487 -0.07 -0.02 0.03 -0.0036
H 0.195 -2.839 3.411 0.01 0.01 0.00 0.0002
H 0.977 -4.762 1.893 -0.04 0.01 0.01 0.0001
H -2.092 -2.811 3.096 0.01 0.00 -0.02 0.0000
H -1.771 -4.553 3.216 0.00 0.00 0.00 0.0000
H -2.977 -3.609 0.991 0.00 -0.01 -0.01 0.0000
H -1.628 -4.734 0.775 0.01 -0.01 0.01 0.0000
H -1.523 -1.674 0.726 0.00 -0.03 0.01 -0.0039
H -0.892 -2.744 -0.518 -0.04 0.01 0.04 -0.0073



# 2
43
Properties=species:S:1:pos:R:3:forces:R:3:mulliken_spin:R:1 method="wB97M-V/def2-TZVPD" largest_force_ha_per_bohr=0.0511 total_charge=+1 e_homo_ev="-10.36 / -10.27" relative_energy_kcal_mol=13.7 orbital_gap_ev="7.73 / 7.27" multiplicity=3 total_energy_ha=-1689.8278
V -0.438 -0.175 -0.233 0.75 -1.69 0.40 1.9391
N -0.606 -2.369 -0.179 0.20 -0.52 -0.38 0.0295
C -1.773 -2.790 0.600 -0.81 -0.17 0.32 -0.0207
C -2.754 -1.621 0.689 -0.32 -0.66 0.09 0.0181
N -1.997 -0.444 1.116 -0.49 -0.03 0.92 -0.0064
H -0.813 -2.476 -1.176 0.15 -0.18 0.15 0.0022
H 0.188 -2.974 0.025 -0.06 0.14 -0.17 0.0048
H -1.448 -3.053 1.612 0.04 0.01 -0.17 -0.0028
H -2.273 -3.667 0.170 0.14 0.16 0.15 -0.0018
H -3.570 -1.878 1.384 0.19 0.09 -0.28 0.0057
H -3.184 -1.406 -0.296 0.01 -0.04 0.17 0.0182
H -1.625 -0.599 2.058 -0.31 0.18 -0.13 0.0023
H -2.597 0.382 1.147 0.28 -0.17 0.05 0.0107
N 1.300 -0.344 -1.368 0.49 0.03 -0.80 -0.0216
C 2.424 -1.046 -0.740 0.68 -0.19 -0.08 0.0155
C 3.787 -0.449 -1.116 -0.04 -0.01 0.37 0.0048
C 4.183 0.778 -0.292 -0.18 0.13 -0.35 -0.0015
C 3.271 1.998 -0.454 0.44 0.18 0.26 0.0084
N 2.034 1.830 0.317 0.16 0.14 0.13 0.0173
H 1.301 -0.519 -2.376 -0.06 0.08 0.37 -0.0001
H 1.476 0.655 -1.222 -0.10 -0.14 -0.10 0.0055
H 2.398 -2.099 -1.039 -0.12 0.08 0.09 -0.0037
H 2.306 -0.983 0.348 -0.03 -0.13 -0.10 0.0198
H 3.793 -0.189 -2.179 -0.01 -0.10 -0.05 0.0003
H 4.559 -1.207 -0.962 -0.05 -0.06 -0.09 -0.0008
H 5.195 1.062 -0.583 0.03 0.02 0.06 0.0000
H 4.216 0.498 0.763 0.08 0.05 0.09 -0.0013
H 3.008 2.138 -1.508 0.04 0.01 0.03 -0.0011
H 3.824 2.896 -0.145 -0.06 -0.10 -0.11 0.0015
H 1.428 2.636 0.182 -0.03 -0.13 0.10 -0.0031
H 2.259 1.788 1.308 -0.07 0.06 -0.14 -0.0052
N -0.811 1.359 -0.544 -0.21 0.69 -0.39 -0.0763
C -1.233 2.602 -0.755 -0.84 2.46 -0.39 0.0844
C -1.480 3.080 -2.058 0.15 -0.32 0.38 -0.0265
C -1.906 4.377 -2.255 -0.01 0.11 0.01 0.0258
C -2.089 5.230 -1.175 -0.02 0.00 0.04 -0.0442
C -1.848 4.777 0.115 -0.08 0.20 -0.10 0.0227
C -1.430 3.481 0.332 0.19 -0.45 -0.35 -0.0295
H -1.316 2.399 -2.885 -0.07 0.07 -0.03 0.0057
H -2.098 4.731 -3.257 -0.01 0.03 -0.09 0.0004
H -2.417 6.245 -1.338 -0.03 0.09 -0.01 -0.0026
H -1.984 5.445 0.953 -0.03 0.05 0.08 0.0000
H -1.231 3.109 1.329 0.00 0.04 0.08 0.0065



# 3
23
Properties=species:S:1:pos:R:3:forces:R:3:mulliken_spin:R:1 method="wB97M-V/def2-TZVPD" largest_force_ha_per_bohr=0.1567 total_charge=+1 e_homo_ev="-10.74 / -14.01" orbital_gap_ev="7.20 / 5.30" multiplicity=3 total_energy_ha=-1033.1773
C 3.593 0.949 0.470 4.14 -1.13 -0.41 0.3561
C 2.397 -0.901 -0.421 2.72 -5.23 -2.81 0.8889
C -0.293 1.353 1.504 -1.49 -1.59 0.59 0.0013
C -2.822 0.089 -1.206 0.55 -3.53 -2.19 0.0004
C -0.606 -1.702 0.629 -1.55 1.30 1.56 0.0226
C -1.303 0.245 -1.484 0.44 0.73 -1.07 0.0200
N 2.323 1.072 0.526 -5.11 0.26 0.15 0.1701
N 1.648 0.055 0.046 -4.71 6.12 2.32 0.2929
Si -0.329 0.081 0.142 0.98 -0.77 0.50 -0.0252
S 4.051 -0.565 -0.197 3.57 0.00 0.05 0.2590
H 4.334 1.686 0.831 -0.83 -0.41 -0.26 -0.0077
H 2.099 -1.896 -0.711 -0.43 0.12 0.19 0.0256
H 0.147 2.253 1.258 1.29 1.86 -0.87 -0.0010
H -1.340 1.649 1.603 -0.18 -0.22 0.75 -0.0003
H 0.187 1.021 2.467 -0.84 0.02 -1.00 0.0029
H -3.354 0.907 -0.893 -0.92 2.08 1.19 0.0000
H -3.334 -0.230 -2.198 0.86 0.52 1.64 0.0013
H -2.929 -0.787 -0.532 -0.49 0.63 -0.22 0.0003
H -1.488 -1.742 1.356 1.11 0.15 -0.79 0.0015
H -1.002 -2.136 -0.278 0.57 -0.95 -0.11 -0.0013
H 0.238 -2.108 1.180 -0.02 -0.62 -0.46 -0.0081
H -1.136 -0.618 -2.300 0.59 2.32 1.81 0.0005
H -1.082 1.324 -1.794 -0.27 -1.65 -0.55 0.0001



# 4
45
Properties=species:S:1:pos:R:3:forces:R:3:mulliken_spin:R:1 method="wB97M-V/def2-TZVPD" largest_force_ha_per_bohr=0.0388 e_homo_ev="-5.74 / -5.74" orbital_gap_ev="5.23 / 5.13" multiplicity=5 total_energy_ha=-2181.3225
O 4.608 -1.337 1.677 -0.95 0.33 -0.25 0.0007
H 3.770 -1.842 1.668 0.60 0.24 0.00 0.0004
Cr 0.105 -0.107 0.015 0.28 -0.62 0.05 3.2466
N -0.012 -0.077 -1.989 0.35 0.05 -0.08 0.2286
N -1.803 -0.807 -0.329 -0.03 0.54 0.73 0.2126
O 1.000 0.368 -2.883 0.08 -0.30 0.60 0.0234
O -2.741 -1.278 0.643 0.69 0.15 0.04 0.0209
C -1.147 -0.525 -2.540 0.64 0.18 0.08 0.2011
C -2.143 -0.936 -1.617 -0.03 -0.01 0.60 0.2071
C -1.372 -0.559 -4.011 -0.48 -0.18 -0.79 -0.0236
C -3.463 -1.464 -2.041 -0.70 -0.35 -0.73 -0.0104
H -0.467 -0.535 -4.630 -0.09 0.08 0.56 0.0059
H -2.006 0.288 -4.328 0.21 -0.23 0.12 0.0171
H -1.915 -1.477 -4.283 0.12 0.30 0.09 0.0049
H -4.255 -1.434 -1.283 0.56 0.08 0.02 0.0055
H -3.370 -2.510 -2.378 -0.06 0.28 0.12 0.0169
H -3.832 -0.888 -2.904 0.12 -0.20 0.21 0.0047
H 1.837 0.296 -2.366 -0.95 -0.05 -0.58 0.0046
H -2.273 -1.169 1.506 -0.40 -0.21 -1.25 0.0061
O -1.126 1.914 -0.182 0.19 0.28 0.36 0.0710
H -0.200 1.850 -0.507 -0.98 0.47 -0.03 -0.0174
H -1.510 1.028 0.058 -0.25 1.07 -0.68 -0.0255
C 0.760 -1.879 0.361 -0.69 -1.86 -0.24 -0.2368
H 1.573 -2.586 0.465 0.89 0.78 0.13 0.0175
H 0.275 -2.173 -0.588 -0.08 -0.54 0.29 0.0374
H 0.070 -2.108 1.192 0.04 -0.26 -0.30 0.0127
O 4.333 -0.485 -1.986 -0.17 0.12 -0.02 0.0015
H 4.779 -0.634 -1.134 -0.16 -0.15 0.17 -0.0002
H 3.442 -0.822 -1.833 0.36 -0.36 0.14 0.0033
N 3.211 1.778 1.786 0.05 0.20 -0.06 0.0067
C 3.755 2.041 0.550 -0.07 0.01 0.04 -0.0021
C 2.894 1.558 -0.385 -0.37 0.04 0.76 -0.0012
N 1.818 0.982 0.268 0.66 0.38 0.39 -0.0772
C 2.062 1.123 1.572 0.65 0.37 -0.77 0.0332
C 1.071 0.734 2.514 -0.92 -0.25 0.27 0.0467
N -0.080 0.213 2.093 0.42 0.13 0.49 -0.0375
C -0.849 -0.004 3.226 1.02 0.49 -0.17 -0.0035
C -0.140 0.422 4.304 -0.03 0.04 0.07 0.0008
N 1.075 0.898 3.844 -0.13 -0.06 0.45 0.0043
H 3.610 2.026 2.696 -0.06 -0.45 -0.81 -0.0010
H 4.682 2.553 0.402 0.23 0.02 0.17 0.0000
H 2.988 1.630 -1.450 0.01 -0.07 -0.04 -0.0036
H -1.843 -0.408 3.236 -0.08 -0.04 -0.11 -0.0015
H -0.425 0.426 5.333 0.10 0.05 0.31 0.0004
H 1.829 1.302 4.406 -0.59 -0.47 -0.36 -0.0008



# 5
66
Properties=species:S:1:pos:R:3:forces:R:3:lowdin_charge:R:1 method="wB97M-V/def2-TZVPD" largest_force_ha_per_bohr=0.0291 e_homo_ev=-7.92 relative_energy_kcal_mol=2.5 orbital_gap_ev=8.44 smiles="CCCCn1c(N)c(N(CCC(C)C)C(=O)CSc2nnc(Nc3ccccc3)s2)c(=O)[nH]c1=O" total_energy_ha=-2300.5098
C -2.685 -4.424 1.877 -0.01 0.12 -0.24 -0.1074
H -2.120 -4.004 2.705 0.05 0.02 0.15 0.0724
H -3.743 -4.276 2.077 -0.11 -0.03 0.10 0.0688
C -2.292 -3.747 0.571 0.08 -0.11 0.19 -0.2753
C -0.813 -3.964 0.256 -0.29 0.16 -0.25 -0.1877
H -0.609 -5.036 0.201 0.06 -0.04 0.04 0.1167
C -0.399 -3.318 -1.073 -0.13 -0.45 0.05 -0.1252
N -0.029 -1.915 -0.955 0.09 -0.11 0.03 0.0689
C 1.208 -1.546 -0.496 0.37 0.56 -0.14 -0.2233
C 1.597 -0.224 -0.448 0.20 -0.03 0.16 -0.1244
C 0.711 0.812 -0.905 -0.03 -0.47 -0.06 -0.4389
O 0.905 2.008 -0.923 0.02 0.24 -0.04 0.0525
N -0.513 0.313 -1.366 -0.18 0.32 -0.14 0.2219
C -0.961 -0.976 -1.361 0.22 0.29 -0.09 -0.4934
O -2.080 -1.273 -1.720 -0.38 -0.16 -0.19 0.0697
H -1.174 1.011 -1.689 0.09 -0.16 0.07 0.1715
N 2.917 0.090 -0.014 -0.32 -0.16 -0.55 -0.0038
C 3.310 0.112 1.281 -0.20 -0.13 0.50 -0.5332
O 4.482 0.145 1.609 0.19 0.08 0.17 0.0544
C 2.230 0.054 2.350 -0.08 0.36 0.18 -0.3143
H 2.728 -0.021 3.316 -0.01 -0.07 -0.17 0.0882
H 1.532 -0.769 2.209 0.08 -0.06 0.03 0.0635
S 1.208 1.570 2.402 0.50 0.08 0.23 0.9696
C -0.299 0.899 1.890 -0.48 0.07 -0.05 -0.9462
N -0.520 -0.358 1.715 0.96 0.45 0.55 -0.0526
N -1.728 -0.631 1.233 -1.43 -0.36 -0.26 -0.0027
C -2.465 0.413 1.018 0.71 0.68 0.52 -0.5838
N -3.652 0.303 0.393 -0.52 -0.41 -0.32 0.0842
C -4.581 1.289 0.076 -0.20 0.23 -0.02 -0.2485
C -4.695 2.478 0.788 0.14 -0.12 -0.01 -0.0575
C -5.652 3.410 0.427 -0.06 0.04 -0.10 -0.0804
C -6.507 3.167 -0.633 -0.08 0.12 0.01 -0.0972
C -6.407 1.975 -1.334 0.01 -0.02 0.04 -0.0837
C -5.454 1.040 -0.984 0.07 0.01 0.04 -0.0231
H -5.367 0.113 -1.532 0.02 -0.10 -0.08 0.1145
H -7.074 1.774 -2.159 -0.05 -0.03 -0.07 0.1047
H -7.251 3.898 -0.910 -0.06 0.06 -0.02 0.1000
H -5.729 4.330 0.985 -0.01 0.08 0.05 0.1060
H -4.053 2.674 1.632 -0.04 0.03 0.12 0.0591
H -3.752 -0.573 -0.110 0.14 0.12 0.08 0.1353
S -1.665 1.928 1.481 0.15 -0.90 -0.14 1.0764
C 3.941 0.156 -1.054 0.40 0.14 -0.27 -0.1186
C 3.987 1.481 -1.819 0.04 0.02 0.10 -0.1432
H 2.972 1.771 -2.090 -0.01 -0.03 -0.12 0.1001
C 4.656 2.670 -1.110 -0.01 -0.13 0.04 -0.4102
C 3.842 3.187 0.074 -0.01 0.11 -0.25 -0.0695
H 2.786 3.235 -0.177 -0.10 0.03 0.06 0.0578
H 4.178 4.183 0.352 0.08 0.11 0.10 0.0794
H 3.968 2.543 0.939 0.01 -0.06 0.15 0.0573
C 6.085 2.355 -0.674 -0.19 0.12 -0.16 -0.0778
H 6.659 1.926 -1.494 0.14 -0.05 -0.07 0.0769
H 6.582 3.267 -0.349 0.11 0.08 0.05 0.0765
H 6.087 1.660 0.162 0.04 -0.10 0.09 0.0641
H 4.697 3.469 -1.861 -0.01 -0.05 0.04 0.1302
H 4.537 1.287 -2.744 0.00 -0.02 -0.05 0.1146
H 4.900 -0.032 -0.569 -0.07 -0.09 -0.13 0.1131
H 3.737 -0.653 -1.765 0.03 0.03 0.10 0.1273
N 2.077 -2.536 -0.151 -0.17 -0.02 0.01 0.2116
H 1.714 -3.426 0.143 0.01 0.00 0.01 0.0958
H 2.934 -2.240 0.288 -0.03 -0.01 -0.03 0.1151
H 0.440 -3.850 -1.531 -0.08 0.09 -0.01 0.1244
H -1.245 -3.348 -1.763 0.21 -0.05 0.04 0.1254
H -0.230 -3.544 1.078 0.13 -0.04 0.08 0.1072
H -2.474 -2.675 0.650 -0.03 -0.13 -0.10 0.0644
H -2.898 -4.143 -0.246 -0.01 0.01 -0.10 0.1131
H -2.491 -5.494 1.833 0.00 -0.13 0.06 0.0694



# 6
40
Properties=species:S:1:pos:R:3:forces:R:3:lowdin_charge:R:1 method="wB97M-V/def2-TZVPD" largest_force_ha_per_bohr=0.0970 e_homo_ev=-8.55 relative_energy_kcal_mol=73.8 orbital_gap_ev=8.65 smiles=NCC[C@H](N)CO.O.O.O.O.O.O.O total_energy_ha=-879.3015
C 0.530 1.231 0.269 -1.62 -0.52 -0.08 -0.2352
O 0.894 0.541 1.409 1.00 -1.26 1.90 -0.1239
C 1.442 0.940 -0.938 2.41 -0.36 0.23 -0.3286
C 0.772 0.322 -2.191 2.69 0.41 -1.90 -0.1639
C 0.166 1.453 -3.072 2.14 -0.02 4.41 -0.2437
N -1.127 1.715 -2.536 -1.55 1.64 -1.94 0.0093
N 2.520 -0.069 -0.632 0.57 0.38 1.60 0.0111
H 0.556 2.310 0.608 -0.62 -0.76 -1.19 0.1339
H -0.494 0.760 0.089 0.81 1.54 -0.14 0.1209
H 1.975 1.950 -1.025 -0.51 -1.52 -1.01 0.1511
H 1.476 -0.385 -2.769 -0.28 1.66 0.87 0.1364
H 0.129 -0.415 -1.835 -2.08 -0.89 0.54 0.0518
H 0.889 2.250 -2.715 -1.01 -0.02 -1.00 0.1028
H 0.339 1.424 -4.120 -0.86 -0.49 -0.88 0.1012
H -1.439 1.644 -1.599 0.94 -0.23 1.04 0.0290
H -1.867 1.360 -3.077 -0.85 -0.39 -0.95 0.0507
H 1.810 0.199 1.393 -0.62 0.44 -0.32 0.0864
H 2.232 -0.857 -0.015 -0.56 1.00 -1.47 0.0055
H 3.278 0.311 -0.056 -0.04 0.55 -0.55 0.0733
H -2.386 -0.924 -1.041 0.50 -1.82 -0.34 0.0516
H -2.707 -2.202 -0.295 0.90 0.02 -1.26 0.0796
O -2.166 -1.917 -1.083 -1.71 2.11 1.65 -0.0979
H 0.983 0.794 4.254 -0.12 0.07 -1.17 0.0395
H 0.910 1.769 2.918 -0.15 -1.41 -0.87 -0.0205
O 1.018 1.668 3.851 0.19 1.33 2.46 -0.0578
H 1.651 -3.309 0.163 -0.25 1.52 0.88 0.0995
H 2.870 -2.527 0.470 -0.65 0.46 0.27 0.0940
O 1.895 -2.394 0.519 1.04 -3.27 -0.46 -0.1048
H -1.744 1.781 3.324 0.27 -0.42 0.48 0.0339
H -2.046 2.714 2.203 -0.34 -1.00 -0.03 0.0759
O -2.204 1.783 2.485 0.13 1.35 -0.43 -0.0586
H -0.200 -2.874 2.041 -0.29 0.81 -1.27 -0.0065
H 0.275 -2.396 3.430 -0.04 0.25 -0.26 0.0286
O 0.072 -3.159 2.889 0.30 -1.07 1.55 -0.0344
H 0.829 -2.490 -1.121 -1.95 -2.20 -1.72 0.0630
H -0.580 -2.736 -1.635 -2.60 1.15 -0.14 -0.0682
O 0.206 -3.211 -1.569 4.62 0.99 1.61 -0.0880
H -4.062 1.505 -0.185 0.73 -0.58 1.33 0.0586
H -3.162 0.703 1.069 -1.22 1.28 -1.94 0.0537
O -3.536 0.737 0.124 0.69 -0.70 0.50 -0.1092